This record from the OMol25 dataset describes a molecular structure, C30H19Cl4EuN6O4S4 in a non-equilibrium geometry. The level of theory is ωB97M-V/def2-TZVPD.

```
! wB97M-V def2-TZVPD RIJCOSX def2/J DEFGRID3
* xyz -2 7
Eu -0.482 0.720 -1.648
Cl 1.611 5.951 2.444
C 0.548 4.719 1.880
C -0.778 4.984 1.709
Cl -1.496 6.329 2.541
C -1.626 4.212 0.879
Cl -3.276 4.558 0.532
C -1.083 3.025 0.291
O -1.711 2.338 -0.585
C 0.348 2.668 0.574
O 0.872 1.656 -0.028
C 1.108 3.471 1.471
Cl 2.730 3.078 1.680
S -4.713 -0.073 -4.662
C -3.117 0.204 -4.024
S -2.235 1.640 -3.981
S -2.135 -1.105 -3.484
N 2.280 -1.198 -4.804
C 1.957 -2.513 -4.418
C 2.425 -3.716 -4.839
C 2.117 -4.834 -4.116
C 1.476 -4.726 -2.901
C 1.189 -3.493 -2.328
C 1.366 -2.371 -3.111
N 1.315 -0.990 -2.798
C 1.831 -0.333 -3.818
C 2.022 1.133 -3.923
C 2.654 1.809 -4.929
S 2.366 3.449 -4.782
C 1.528 3.175 -3.229
N 1.385 1.915 -2.959
H 2.798 -0.917 -5.610
H 3.045 -3.667 -5.723
H 2.395 -5.819 -4.546
H 1.207 -5.633 -2.306
H 0.860 -3.463 -1.276
H 3.177 1.301 -5.744
H 1.137 4.019 -2.691
C -2.239 -3.061 0.810
C -1.497 -2.137 0.055
N -1.289 -0.873 0.487
C -1.813 -0.537 1.694
C -2.670 -1.357 2.411
C -2.827 -2.687 1.967
C -3.566 -0.809 3.440
C -3.468 0.338 4.202
C -2.282 0.794 4.916
C -2.348 1.985 5.647
C -1.206 2.405 6.283
N -0.091 1.668 6.338
C -0.203 0.500 5.732
N -1.180 0.024 5.009
H -2.290 -4.118 0.423
H -1.144 -2.364 -0.910
H -1.570 0.470 2.001
H -3.536 -3.351 2.506
H -4.474 -1.353 3.653
H -4.289 1.037 4.376
H -3.273 2.564 5.661
H -1.179 3.414 6.773
H 0.693 -0.171 5.915
C 3.104 -1.262 1.299
O 3.818 -2.571 1.079
C 3.182 -3.189 0.090
O 3.803 -3.827 -0.740
H 2.029 -1.584 1.265
H 3.332 -0.522 0.580
H 3.379 -0.926 2.304
*
```

Calculated values
LUMO (alpha / beta): 3.40 / 1.14 eV
highest occupied orbital energy (alpha / beta): -0.20 / -1.62 eV


This record from the OMol25 dataset describes a molecular structure, C30H19N9PdS. The level of theory is ωB97M-V/def2-TZVPD.

```
! wB97M-V def2-TZVPD RIJCOSX def2/J DEFGRID3
* xyz 0 1
Pd -0.137 0.547 -0.234
N -6.018 -5.045 5.980
C -5.336 -4.460 5.264
C -4.481 -3.728 4.364
C -4.588 -2.342 4.283
C -3.772 -1.642 3.412
C -2.841 -2.316 2.628
C -2.737 -3.701 2.717
C -3.554 -4.409 3.580
C -1.968 -1.559 1.689
C -2.558 -1.110 0.492
C -3.842 -1.435 0.008
C -3.938 -0.907 -1.268
C -2.715 -0.271 -1.520
N -1.892 -0.380 -0.471
C -0.637 -1.424 2.010
C 0.076 -2.015 3.101
C 1.403 -1.750 2.911
C 1.485 -0.974 1.723
N 0.291 -0.766 1.202
H -5.308 -1.823 4.900
H -3.850 -0.565 3.340
H -2.013 -4.221 2.103
H -3.480 -5.486 3.650
H -4.583 -2.012 0.537
H -4.770 -0.976 -1.949
H -2.405 0.247 -2.414
H -0.372 -2.592 3.894
H 2.241 -2.029 3.526
H 2.375 -0.562 1.274
N 2.548 1.790 -3.689
C 3.896 1.469 -3.376
C 4.920 2.345 -3.694
C 6.232 2.014 -3.381
C 6.514 0.832 -2.715
C 5.480 -0.026 -2.364
C 4.176 0.277 -2.723
S 2.838 -0.811 -2.349
N 1.582 0.297 -2.150
C 1.550 1.370 -2.819
C 0.342 2.251 -2.677
C 0.109 3.308 -3.546
C -1.001 4.119 -3.366
C -1.857 3.859 -2.316
C -1.580 2.776 -1.500
N -0.523 1.985 -1.682
H 2.450 2.724 -4.048
H 4.695 3.281 -4.192
H 7.032 2.692 -3.646
H 7.533 0.583 -2.455
H 5.682 -0.938 -1.818
H 0.764 3.501 -4.381
H -1.186 4.942 -4.043
H -2.726 4.471 -2.125
H -2.223 2.513 -0.672
N 4.046 0.764 3.554
C 3.197 1.395 3.087
N 2.219 2.159 2.607
C 1.802 1.943 1.428
N 1.412 1.818 0.321
*
```

Calculated values
energy relative to the best compared isomer or geometry (same formula, charge and spin): 0.0 kcal per mole
LUMO: -0.95 eV
highest occupied orbital energy: -7.89 eV


This record from the OMol25 dataset describes a molecular structure, C30H20Br2F6N6O2Os in a non-equilibrium geometry. The level of theory is ωB97M-V/def2-TZVPD.

```
! wB97M-V def2-TZVPD RIJCOSX def2/J DEFGRID3
* xyz 2 5
Os -0.096 0.457 -0.717
C 2.257 0.038 4.599
C 2.798 -0.205 3.300
C 2.028 0.000 2.152
C 0.660 0.253 2.357
C 0.172 0.689 3.603
C 1.029 0.635 4.685
N -0.319 0.170 1.250
N -1.478 -0.185 1.780
C -2.420 -0.330 0.822
C -3.793 -0.671 1.121
C -4.610 -1.096 0.100
C -4.157 -0.958 -1.227
C -2.879 -0.539 -1.491
N -2.006 -0.245 -0.465
H 2.878 -0.210 5.496
H 3.801 -0.574 3.211
H 2.460 -0.040 1.181
H -0.926 0.717 3.731
H 0.643 1.102 5.632
H -4.149 -0.725 2.156
H -5.630 -1.447 0.236
H -4.751 -1.148 -2.081
H -2.550 -0.342 -2.548
Br 3.520 -2.192 -2.073
C 2.248 -3.165 -1.169
C 2.591 -4.454 -0.686
C 1.596 -5.300 -0.220
Br 2.103 -7.068 0.253
C 0.336 -4.790 0.089
C -0.685 -5.613 0.569
C -1.905 -4.958 0.923
C -1.963 -3.620 0.904
N -1.043 -2.842 0.320
C 0.042 -3.362 -0.212
C 1.015 -2.523 -0.930
O 0.681 -1.341 -1.470
H 3.620 -4.747 -0.736
H -0.693 -6.717 0.749
H -2.821 -5.554 1.220
H -2.801 -3.044 1.370
N -4.042 5.039 -2.669
C -3.306 4.620 -1.849
C -2.381 4.072 -0.967
C -1.897 4.853 0.090
C -0.761 4.424 0.814
C -0.170 3.206 0.472
N -0.823 2.358 -0.353
C -1.788 2.842 -1.212
H -2.496 5.714 0.406
H -0.330 5.017 1.658
H 0.846 2.914 0.776
H -2.056 2.203 -2.018
C 3.792 1.543 -2.157
C 2.357 1.781 -2.008
O 1.788 1.109 -0.888
C 2.191 3.320 -1.816
F 2.706 3.645 -0.569
F 0.916 3.774 -1.881
F 2.851 4.038 -2.795
C 1.659 1.379 -3.261
F 1.521 2.303 -4.232
F 0.167 1.100 -2.977
F 2.069 0.163 -3.708
H 4.358 2.221 -1.505
H 4.031 1.775 -3.208
H 3.996 0.531 -1.927
*
```

Calculated values
energy relative to the best compared isomer or geometry (same formula, charge and spin): 12.2 kcal per mole
LUMO (alpha / beta): -6.51 / -9.02 eV
highest occupied orbital energy (alpha / beta): -12.83 / -13.83 eV


This record from the OMol25 dataset describes a molecular structure, C30H20BrCl7N2O3Ti in a non-equilibrium geometry. The level of theory is ωB97M-V/def2-TZVPD.

```
! wB97M-V def2-TZVPD RIJCOSX def2/J DEFGRID3
* xyz 0 1
Ti -0.588 0.571 -0.405
Br 6.146 -0.587 -2.711
C 4.358 -0.037 -2.390
C 4.081 1.317 -2.203
C 2.786 1.724 -1.982
C 1.741 0.794 -1.893
O 0.505 1.194 -1.680
C 2.043 -0.579 -2.066
C 1.001 -1.571 -1.997
N -0.156 -1.346 -1.485
C -1.187 -2.293 -1.527
C -1.027 -3.656 -1.521
C -2.144 -4.506 -1.579
C -3.410 -3.993 -1.630
C -3.611 -2.595 -1.615
C -4.891 -1.995 -1.638
C -4.989 -0.636 -1.598
C -3.814 0.137 -1.538
N -2.607 -0.378 -1.536
C -2.493 -1.735 -1.562
C 3.357 -0.974 -2.341
H 4.886 2.038 -2.233
H 2.543 2.769 -1.839
H 1.222 -2.541 -2.449
H -0.037 -4.087 -1.439
H -1.990 -5.577 -1.578
H -4.272 -4.646 -1.671
H -5.769 -2.628 -1.678
H -5.947 -0.138 -1.602
H -3.884 1.214 -1.493
H 3.585 -2.023 -2.483
Cl -0.509 2.261 2.734
C -1.055 3.174 1.381
C -1.165 2.546 0.134
C -1.700 3.346 -0.878
Cl -1.878 2.628 -2.440
C -2.093 4.666 -0.704
Cl -2.773 5.563 -2.004
C -1.930 5.253 0.546
Cl -2.387 6.890 0.791
C -1.410 4.504 1.597
Cl -1.228 5.219 3.146
C 3.085 0.771 3.477
C 3.225 -0.154 2.259
C 4.490 0.206 1.467
C 3.300 -1.614 2.723
C 2.044 0.026 1.406
C 1.047 0.211 0.738
H 3.947 0.652 4.137
H 2.180 0.530 4.036
H 3.022 1.814 3.165
H 5.370 0.147 2.112
H 4.417 1.218 1.068
H 4.626 -0.483 0.632
H 4.163 -1.754 3.376
H 3.397 -2.284 1.867
H 2.397 -1.888 3.271
Cl -2.504 -2.923 1.858
C -2.676 -1.341 2.654
Cl -1.338 -1.075 3.783
C -2.675 -0.244 1.562
O -3.626 0.489 1.424
O -1.603 -0.237 0.828
H -3.602 -1.351 3.214
*
```

Calculated values
energy relative to the best compared isomer or geometry (same formula, charge and spin): 0.0 kcal per mole
LUMO: -1.08 eV
highest occupied orbital energy: -8.58 eV